Record 1
C7H15N | wB97M-V/def2-TZVPD

Last column: natural (NBO) charge in e.
Element x y z (Å)
C  1.2404  -2.3992  -2.1399  -0.621
C  1.6277  -1.8565  -0.7816  -0.395
C  1.3284  -0.3597  -0.6292  -0.385
C  -0.1693  0.0148  -0.7555  -0.428
C  -0.8010  0.6554  0.4643  -0.063
C  -1.8348  -0.1582  1.1998  -0.650
C  -0.5265  1.9137  0.7919  -0.022
N  -0.8770  2.5209  2.0164  -0.822
H  0.1802  -2.5114  -2.3918  0.206
H  1.7414  -3.3077  -2.4462  0.212
H  1.4669  -1.6300  -2.8475  0.200
H  1.0578  -2.2982  0.0242  0.195
H  2.6945  -1.9637  -0.6300  0.205
H  1.8595  0.2208  -1.3918  0.190
H  1.6754  -0.0326  0.3391  0.208
H  -0.3254  0.5906  -1.6726  0.212
H  -0.7300  -0.8931  -0.9969  0.199
H  -2.8297  0.2685  1.1493  0.211
H  -1.5590  -0.1356  2.2613  0.218
H  -1.9332  -1.1869  0.8691  0.216
H  0.2304  2.4765  0.2769  0.183
H  -0.6784  3.5149  2.0173  0.365
H  -1.8449  2.4734  2.2998  0.366

Cartesian forces, eV/Å:
C -0.553 0.244 -0.611
C -0.672 0.880 0.065
C -0.354 0.301 -0.582
C -0.215 -0.456 -0.453
C -0.612 -0.288 -1.200
C 0.462 0.437 0.868
C 0.502 -0.365 0.990
N -0.445 0.898 0.074
H -0.123 -0.308 0.854
H 0.172 -0.222 0.128
H 0.803 0.469 -0.788
H 0.163 -0.721 0.305
H 0.194 -0.405 0.192
H 0.263 -0.144 0.132
H 0.236 0.163 0.316
H 0.103 0.381 0.224
H -0.010 -0.096 0.251
H -0.290 0.274 -0.130
H -0.187 -0.292 0.059
H 0.294 -0.076 -0.082
H 0.182 0.056 -0.446
H 0.255 -0.155 -0.077
H -0.166 -0.575 -0.091

- SMILES string: CCCC/C(C)=C/N
- Energy above the lowest of the compared OMol25 structures with the same formula, charge and spin: 89.5 kJ/mol
- Orbital gap: 8.861 eV
- M: 113.204 g mol⁻¹

Record 2
C6H8N | wB97M-V/def2-TZVPD

Last column: natural (NBO) charge in e.
Element x y z (Å)
C  0.8050  -0.1183  -0.0501  0.250
C  -0.5053  -0.9332  -0.0072  0.382
C  3.2572  -0.0277  0.0805  -0.295
C  2.1740  0.7943  -0.0760  -0.194
C  -2.2985  0.7835  0.0357  -0.556
C  -1.9094  -0.7291  -0.0856  -0.534
N  0.7220  -1.4033  0.2572  -0.089
H  4.2522  0.3544  0.1248  0.245
H  3.3276  -1.0661  0.0857  0.227
H  1.9761  1.8216  -0.1497  0.256
H  -2.2023  1.2118  -0.9065  0.231
H  -1.5462  1.1274  0.7298  0.214
H  -3.3270  0.7918  0.3738  0.254
H  -2.1970  -1.3157  -1.1094  0.293
H  -2.5285  -1.2914  0.6972  0.317

Cartesian forces, eV/Å:
C 7.415 1.670 0.487
C 0.433 -3.259 1.161
C -1.123 3.067 -0.648
C -1.842 -4.679 0.434
C 0.398 -2.279 0.712
C -2.165 -2.272 -1.652
N -4.335 2.710 -1.099
H 0.406 0.965 0.075
H -0.882 -1.682 0.089
H 0.395 1.119 -0.064
H 0.159 1.121 -1.484
H -0.477 0.968 0.404
H 0.097 0.466 0.262
H 0.190 1.676 1.967
H 1.332 0.410 -0.645

- Energy above the lowest of the compared OMol25 structures with the same formula, charge and spin: 388.6 kJ/mol
- Orbital gap (alpha / beta): 6.428 / 6.306 eV
- Net charge: +1
- 2S+1: 3
- M: 94.137 g mol⁻¹

Record 3
C4H8NO | wB97M-V/def2-TZVPD

Last column: natural (NBO) charge in e.
Element x y z (Å)
C  -1.4709  -1.6495  0.3038  0.084
N  -0.6486  -0.7175  0.1463  0.016
C  -0.7250  0.6981  0.0083  -0.276
C  0.6331  1.1227  -0.5637  -0.416
C  1.5681  0.1151  0.1157  -0.104
O  0.8919  -1.1036  0.0999  -0.282
H  -1.1137  -2.6606  0.4419  0.261
H  -2.5377  -1.4647  0.3127  0.250
H  -0.8590  1.1310  1.0061  0.254
H  -1.5613  0.9851  -0.6286  0.268
H  0.6560  1.0137  -1.6460  0.239
H  0.8820  2.1474  -0.3059  0.260
H  2.4989  -0.0310  -0.4369  0.252
H  1.7862  0.4137  1.1465  0.194

Cartesian forces, eV/Å:
C -0.043 -0.466 0.062
N 3.647 -1.253 -0.061
C -0.058 1.586 -0.021
C 0.155 -0.358 0.111
C 0.202 1.380 0.069
O -3.801 -0.711 0.065
H 0.202 -0.046 -0.061
H -0.004 0.308 -0.030
H -0.073 -0.131 -0.114
H -0.031 -0.168 0.044
H -0.023 -0.052 -0.016
H -0.076 0.046 0.022
H -0.131 -0.100 0.014
H 0.035 -0.033 -0.082

- SMILES string: C=[N+]1CCCO1
- Energy above the lowest of the compared OMol25 structures with the same formula, charge and spin: 222.2 kJ/mol
- Orbital gap: 10.785 eV
- Net charge: +1
- M: 86.114 g mol⁻¹

Record 4
C33H37ClCrO2Si2 | wB97M-V/def2-TZVPD

Last column: Löwdin charge in e.
Element x y z (Å)
C  -1.0457  -1.0327  3.2603  -0.167
C  -2.2518  -0.4279  2.6732  -0.161
C  -3.1745  -1.5209  2.4048  -0.093
H  -2.4787  0.6294  2.6012  0.099
C  -2.5982  -2.7445  2.8374  -0.081
C  -1.2587  -2.4860  3.2718  -0.097
H  -0.6593  -3.2049  3.8306  0.112
H  -0.1779  -0.5019  3.6096  0.069
H  -4.2208  -1.3834  2.2195  0.112
H  -3.1607  -3.6523  2.9500  0.115
Cr  -0.9749  -1.3763  1.1018  0.780
Si  2.5925  1.9274  -0.1079  0.373
C  1.0335  2.8993  -0.2226  -0.409
C  1.0458  4.1432  -0.8662  -0.096
H  1.9979  4.5625  -1.1858  0.106
C  -0.1622  4.7993  -1.1329  -0.065
H  -0.1524  5.7106  -1.7261  0.111
C  -1.3750  4.2504  -0.7296  -0.080
H  -2.3108  4.6986  -1.0462  0.112
C  -1.3629  3.0905  0.0166  -0.081
H  -2.3038  2.6447  0.3263  0.102
C  -0.1603  2.4336  0.3103  -0.124
H  -0.1456  1.5635  0.9555  0.072
C  -0.6558  -1.7645  -0.8862  -0.466
C  -2.0848  -1.8852  -0.9355  -0.099
H  -2.6124  -1.1045  -1.4546  0.103
C  -2.6520  -3.1333  -0.6366  -0.042
H  -3.7158  -3.3389  -0.8348  0.137
C  -1.8790  -4.2323  -0.2652  -0.065
H  -2.2893  -5.2615  -0.2976  0.134
C  -0.5045  -4.0920  -0.0671  -0.019
H  0.0603  -5.0098  0.1504  0.136
C  0.1118  -2.8267  -0.2386  -0.170
H  1.1915  -2.6808  -0.2044  0.102
H  2.4145  0.4648  0.2528  -0.039
Si  0.3605  -0.7442  -1.9333  0.869
C  0.8442  -1.8988  -3.3124  -0.285
C  0.2175  -1.8457  -4.5699  -0.074
H  -0.2011  -0.9116  -4.9346  0.102
C  0.0936  -3.0068  -5.3409  -0.068
H  -0.5191  -3.0294  -6.2521  0.114
C  0.7361  -4.1740  -4.9198  -0.084
H  0.5809  -5.1121  -5.4457  0.106
C  1.5655  -4.1690  -3.7971  -0.075
H  2.1120  -5.0735  -3.5043  0.111
C  1.6921  -2.9890  -3.0590  -0.113
H  2.4056  -2.8766  -2.2550  0.094
C  -0.0522  0.8617  -2.9572  -0.298
C  -1.3762  1.2462  -3.1401  -0.122
H  -2.1490  0.6861  -2.6354  0.083
C  -1.7155  2.3535  -3.8944  -0.084
H  -2.7761  2.6103  -4.0673  0.117
C  -0.7120  3.1493  -4.4638  -0.076
H  -0.9840  4.0350  -5.0846  0.120
C  0.6368  2.8148  -4.2584  -0.061
H  1.3925  3.4613  -4.7255  0.114
C  0.9489  1.6632  -3.5013  -0.109
H  1.9788  1.4758  -3.2725  0.085
H  3.4786  2.4056  -1.1926  -0.036
Cl  3.6333  2.9721  1.4416  0.302
C  -0.4871  2.2892  4.6182  -0.073
O  0.4554  2.1350  3.5473  -0.214
C  1.7964  2.2959  3.9581  -0.238
C  2.4829  1.0286  4.4598  -0.192
O  1.7107  -0.1165  4.1176  -0.254
C  2.2978  -1.3504  4.5390  -0.080
H  -0.5798  3.3530  4.8824  0.095
H  -0.1713  1.7199  5.5079  0.100
H  -1.4486  1.9057  4.2537  0.073
H  2.3651  2.5936  3.0475  -0.027
H  1.9096  3.0696  4.7284  0.131
H  3.4835  0.9380  3.9836  0.124
H  2.6048  1.1059  5.5592  0.129
H  3.3540  -1.4383  4.2132  0.098
H  2.2525  -1.4349  5.6391  0.099
H  1.7024  -2.1563  4.0861  0.075

Cartesian forces, eV/Å:
C -1.845 -0.669 -0.986
C 1.045 -1.806 0.569
C 1.449 0.576 1.099
H 0.101 -0.176 -0.080
C 0.910 1.610 -0.418
C -0.573 1.534 0.310
H 0.111 0.222 -0.572
H 0.188 0.139 0.165
H -0.221 0.001 -0.650
H 0.190 -0.396 -0.362
Cr -2.042 -0.613 1.276
Si 0.729 1.270 1.084
C -0.177 0.054 0.189
C -0.593 -0.137 -0.208
H -0.230 0.007 -0.144
C 0.594 0.062 -0.158
H 0.017 -0.062 0.207
C 0.363 -0.005 -0.280
H 0.090 0.038 0.178
C 0.024 -0.719 0.433
H 0.062 0.108 0.153
C -0.601 0.358 -0.513
H -0.156 -0.232 0.033
C -1.027 -1.215 1.268
C 1.020 -0.562 0.124
H -0.479 -0.004 0.143
C -0.711 -0.538 -0.360
H 0.486 0.449 0.183
C 0.314 -0.580 -0.554
H 0.047 0.955 0.358
C 0.052 0.203 0.008
H -0.005 0.689 0.083
C -0.625 -0.430 -0.577
H -0.197 -0.371 0.108
H 0.200 0.692 -0.277
Si 2.175 2.745 -2.969
C 0.994 -0.269 -0.473
C -0.518 -0.335 0.084
H -0.313 -0.171 0.238
C 0.345 -0.113 -0.005
H 0.428 0.187 0.392
C -0.301 -0.157 0.253
H 0.047 0.201 -0.076
C 0.433 0.354 -0.072
H -0.117 0.453 -0.237
C -0.786 -0.457 -0.066
H -0.066 -0.455 0.299
C -0.366 -0.438 1.316
C -0.132 0.067 0.101
H -0.293 -0.063 -0.146
C -0.362 0.651 -0.554
H 0.695 -0.150 0.214
C 0.081 0.052 -0.280
H 0.272 -0.835 0.630
C -0.703 -0.314 -0.034
H -0.132 -0.510 0.467
C -0.200 0.958 -0.364
H 0.494 -0.300 -0.129
H -0.152 -0.810 -0.276
Cl 0.454 -0.533 -0.928
C 0.399 -0.095 -0.299
O -0.456 -0.037 0.604
C 0.629 0.312 -1.154
C 0.100 -0.560 0.609
O 0.442 -0.300 0.011
C 0.003 0.388 0.087
H -0.043 -0.237 -0.007
H -0.174 0.090 -0.235
H 0.243 0.168 0.213
H -1.035 0.018 1.223
H -0.158 0.070 -0.199
H -0.358 0.129 0.377
H 0.093 -0.401 -0.348
H -0.475 0.063 0.085
H 0.083 -0.042 -0.329
H 0.224 0.224 0.148

- Energy above the lowest of the compared OMol25 structures with the same formula, charge and spin: 433.6 kJ/mol
- Orbital gap (alpha / beta): 5.464 / 7.034 eV
- Net charge: +1
- 2S+1: 4
- M: 609.278 g mol⁻¹